This record from the Open Molecules 2025 dataset describes 2 unconnected molecules or ions with the total composition C42H54N4O6 in a non-equilibrium geometry. The level of theory is ωB97M-V/def2-TZVPD.

CARTESIAN COORDINATES (ANGSTROEM)
C: 2.860 -2.473 2.355
C: 2.168 -1.678 1.257
C: 2.007 -2.495 -0.025
C: 2.884 -0.350 1.007
C: 4.183 -0.354 0.502
C: 4.837 0.843 0.229
C: 4.191 2.062 0.431
C: 2.886 2.102 0.914
C: 2.178 3.433 1.152
C: 2.502 4.512 0.116
C: 2.469 3.967 2.548
C: 2.256 0.884 1.247
N: 0.914 0.897 1.788
N: -0.132 1.150 0.966
N: -1.225 0.954 1.750
C: -2.568 0.918 1.187
C: -3.196 -0.321 0.959
C: -2.500 -1.660 1.219
C: -2.339 -2.480 -0.061
C: -3.207 -2.483 2.291
C: -4.496 -0.326 0.452
C: -5.149 0.871 0.166
C: -4.505 2.091 0.368
C: -3.202 2.126 0.867
C: -2.509 3.473 1.071
C: -3.209 4.325 2.125
C: -2.361 4.246 -0.238
C: -0.875 0.755 3.066
C: -1.897 0.764 4.106
C: 0.508 0.673 3.128
C: 1.401 0.425 4.152
H: 2.914 -1.865 3.264
H: 2.306 -3.392 2.587
H: 3.880 -2.748 2.056
H: 1.163 -1.432 1.610
H: 1.455 -1.917 -0.775
H: 2.980 -2.773 -0.449
H: 1.443 -3.414 0.171
H: 4.670 -1.314 0.320
H: 5.864 0.828 -0.138
H: 4.703 2.999 0.209
H: 1.105 3.214 1.073
H: 2.342 4.148 -0.904
H: 1.846 5.377 0.270
H: 3.538 4.860 0.211
H: 2.196 3.231 3.310
H: 3.541 4.183 2.652
H: 1.911 4.892 2.734
H: -1.495 -1.428 1.590
H: -1.789 -1.909 -0.818
H: -1.781 -3.403 0.139
H: -3.315 -2.758 -0.481
H: -3.304 -1.920 3.226
H: -4.212 -2.777 1.962
H: -2.639 -3.398 2.508
H: -4.991 -1.285 0.283
H: -6.171 0.854 -0.214
H: -5.009 3.034 0.145
H: -1.498 3.249 1.430
H: -3.294 3.780 3.072
H: -2.643 5.245 2.306
H: -4.220 4.602 1.797
H: -1.803 3.649 -0.967
H: -3.340 4.494 -0.666
H: -1.812 5.180 -0.070
H: -1.389 0.769 5.080
H: -2.539 1.661 4.040
H: -2.557 -0.115 4.053
H: 0.997 0.292 5.139
H: 2.464 0.472 3.942
C: 1.067 -5.836 4.493
C: -0.152 -5.187 5.091
O: 0.373 -4.277 6.118
C: -0.531 -3.485 6.721
C: 0.106 -2.480 7.658
C: 1.398 -2.062 7.661
C: 2.028 -1.364 8.782
C: 1.597 -1.507 10.138
C: 2.111 -0.707 11.147
C: 3.139 0.221 10.858
N: 3.644 1.094 11.873
O: 4.556 1.900 11.568
O: 3.159 1.025 13.027
C: 3.670 0.290 9.554
C: 3.160 -0.527 8.563
C: -0.915 -1.738 8.482
O: -1.011 -0.517 8.499
O: -1.722 -2.552 9.176
C: -2.664 -1.835 10.020
C: -3.444 -2.891 10.747
O: -1.725 -3.524 6.496
H: 0.784 -6.544 3.706
H: 1.729 -5.083 4.053
H: 1.628 -6.381 5.258
H: -0.709 -4.611 4.337
H: -0.823 -5.931 5.547
H: 2.022 -2.317 6.797
H: 0.863 -2.272 10.404
H: 1.742 -0.759 12.171
H: 4.476 0.997 9.368
H: 3.604 -0.507 7.568
H: -2.116 -1.195 10.728
H: -3.314 -1.216 9.387
H: -4.193 -2.402 11.373
H: -3.954 -3.562 10.052
H: -2.794 -3.485 11.396

Atomic forces in eV per Å
C 0.2052 -0.0020 0.2569
C -0.2220 0.3374 0.0452
C -0.0229 0.1147 -0.1852
C -0.3926 -0.1265 0.0969
C -0.0166 0.1650 -0.0005
C 0.0857 0.0158 0.0635
C 0.0210 -0.2014 -0.0766
C -0.1794 0.0660 0.4040
C -0.2969 -0.1440 -0.2372
C -0.0168 -0.0963 -0.1443
C 0.0847 -0.1162 0.3138
C -0.0351 0.1108 -0.2912
N -0.8847 0.2511 0.4645
N -1.7451 -1.1605 0.0167
N 2.5209 0.3179 0.0162
C -0.0207 0.2003 -0.2901
C 0.3066 -0.2834 0.1062
C 0.2869 0.3070 0.1163
C 0.0209 0.1250 -0.2488
C -0.1744 -0.0070 0.2260
C 0.1053 0.2679 0.0637
C -0.0580 0.0688 0.0276
C 0.0382 -0.2855 0.0181
C 0.1741 0.3697 0.1679
C 0.2565 -0.2992 0.0959
C -0.1711 -0.0232 0.1623
C 0.0400 -0.1389 -0.1973
C -1.6048 0.2339 -2.0233
C -0.5526 -0.1388 0.9779
C 2.5988 -0.0800 -0.0762
C -0.6296 0.1832 -0.6033
H 0.0119 -0.1816 -0.0933
H 0.0991 0.1573 -0.1011
H -0.1476 -0.0296 0.0572
H 0.0556 -0.0526 0.0241
H 0.1257 -0.1080 0.0458
H -0.1536 0.0166 0.0462
H 0.1183 0.1135 0.0203
H -0.0553 0.3299 0.0290
H -0.2733 0.0091 0.0504
H -0.1118 -0.3057 0.0120
H 0.1749 0.1860 0.0508
H 0.0793 0.0573 0.0895
H 0.1470 -0.1531 0.0061
H -0.1669 -0.0327 -0.0609
H 0.0211 0.0872 0.0166
H -0.1723 -0.0131 0.0136
H 0.0853 -0.1382 -0.0278
H -0.0663 -0.0702 -0.0414
H -0.1045 -0.1054 0.0586
H -0.1083 0.1462 0.0168
H 0.1873 0.0391 0.0672
H -0.0408 -0.1683 -0.1502
H 0.1790 0.0353 0.0882
H -0.1194 0.1672 -0.0661
H 0.1058 0.3483 0.0198
H 0.2696 0.0091 0.0741
H 0.1080 -0.3498 0.0204
H -0.1333 0.1489 -0.0209
H -0.0333 0.1356 -0.1072
H -0.1115 -0.1364 -0.0302
H 0.1718 -0.0267 0.0984
H -0.1075 0.1246 0.0355
H 0.1795 -0.0151 0.0472
H -0.1120 -0.1281 -0.0071
H -0.3111 -0.0323 -0.1521
H 0.2678 -0.3299 0.0555
H 0.1809 0.2285 0.1685
H 0.2047 -0.0730 0.2442
H -0.1394 0.0092 0.2550
C 0.2714 -0.1878 -0.1764
C 0.1449 0.2514 0.1964
O -0.6086 -0.1015 -0.0775
C -0.1609 0.5106 -0.7897
C 0.0374 0.5047 -0.0858
C -0.6739 -1.1877 -0.2396
C 0.8934 1.0083 1.1858
C 0.0195 0.0634 -0.8431
C 0.7685 0.6833 0.0832
C -0.9705 -1.2816 -1.6458
N 1.1794 1.9553 2.2407
O -1.8289 -1.6723 0.4709
O 0.8043 -0.0375 -2.3165
C 0.0056 0.0844 0.9953
C -0.9444 -0.4588 -0.2747
C -0.2511 1.0172 0.3641
O 0.2552 -1.6688 -0.1089
O 0.2992 0.7923 0.1667
C -0.0843 -0.2413 -0.1259
C -0.2181 -0.1458 0.3098
O 0.9999 -0.0391 0.2946
H -0.0118 0.1205 0.1351
H -0.1092 -0.1218 0.0808
H -0.0727 0.0611 -0.1053
H 0.0880 -0.0712 0.3924
H 0.1578 0.4240 -0.0031
H -0.0444 -0.2067 0.4572
H 0.0813 0.3515 -0.2133
H 0.1006 -0.1170 -0.3057
H -0.1560 -0.2603 -0.0445
H -0.1760 0.1656 0.1429
H -0.0809 -0.0806 -0.3869
H 0.3147 -0.0942 0.1738
H -0.0244 -0.0916 0.0099
H 0.0541 0.0802 0.0374
H -0.0850 0.0614 -0.1129

As for the multiplicity: 1.

These are the Mulliken partial charges, in e, on atoms 1 to 4: C -1.16; C 2.00; C -1.52; C 0.61

***

This record from the Open Molecules 2025 dataset describes a molecular structure, C42H55AsBF5N14Sr in a non-equilibrium geometry. The level of theory is ωB97M-V/def2-TZVPD.

CARTESIAN COORDINATES (ANGSTROEM)
Sr: 0.573 -1.849 -0.296
C: -3.256 -3.905 1.477
C: -2.150 -3.057 1.611
N: -1.496 -2.963 0.459
N: -2.144 -3.743 -0.425
C: -3.208 -4.320 0.160
B: -1.650 -3.947 -1.875
N: -1.616 -2.563 -2.558
C: -2.423 -2.146 -3.551
C: -2.243 -0.785 -3.714
C: -1.287 -0.446 -2.750
N: -0.924 -1.523 -2.066
N: -0.268 -4.628 -1.795
C: 0.005 -5.909 -2.103
C: 1.261 -6.214 -1.617
C: 1.690 -5.031 -1.007
N: 0.763 -4.087 -1.125
H: -3.971 -4.196 2.227
H: -1.796 -2.516 2.474
H: -3.852 -4.988 -0.387
H: -2.411 -4.657 -2.464
H: -3.058 -2.833 -4.085
H: -2.743 -0.134 -4.411
H: -0.861 0.512 -2.507
H: -0.701 -6.520 -2.641
H: 1.781 -7.154 -1.685
H: 2.618 -4.821 -0.497
C: -5.586 0.703 0.844
N: -4.209 0.273 0.938
C: -3.719 -0.476 -0.199
C: -3.338 0.730 1.889
N: -2.071 0.694 1.670
C: -1.098 0.591 2.646
C: -1.310 -0.249 3.730
C: -0.311 -0.520 4.672
C: 0.913 0.070 4.555
C: 1.180 0.959 3.489
C: 2.453 1.569 3.410
C: 2.732 2.464 2.420
C: 1.750 2.782 1.474
C: 0.503 2.176 1.472
N: -0.381 2.483 0.439
C: -0.660 3.699 0.137
N: -1.186 4.021 -1.101
C: -2.201 5.036 -1.265
C: -0.565 3.556 -2.312
N: -0.591 4.792 0.997
C: 0.015 6.022 0.523
C: -0.522 4.629 2.432
C: 0.181 1.231 2.505
N: -3.968 1.293 3.007
C: -3.278 2.315 3.766
C: -4.861 0.486 3.818
H: -5.779 1.108 -0.155
H: -5.794 1.476 1.577
H: -6.275 -0.133 1.003
H: -4.188 -1.465 -0.236
H: -2.645 -0.583 -0.107
H: -3.942 0.048 -1.134
H: -2.271 -0.743 3.813
H: -0.513 -1.212 5.481
H: 1.705 -0.130 5.266
H: 3.189 1.313 4.163
H: 3.709 2.928 2.356
H: 1.973 3.494 0.688
H: -2.594 5.323 -0.293
H: -3.018 4.631 -1.869
H: -1.818 5.933 -1.771
H: 0.034 2.680 -2.101
H: 0.090 4.328 -2.746
H: -1.323 3.309 -3.060
H: 0.153 5.987 -0.555
H: 0.999 6.163 0.986
H: -0.607 6.886 0.775
H: -0.986 3.692 2.718
H: -1.062 5.454 2.905
H: 0.506 4.622 2.809
H: -2.721 2.949 3.083
H: -2.586 1.915 4.515
H: -4.029 2.923 4.276
H: -5.261 -0.344 3.241
H: -5.688 1.103 4.180
H: -4.338 0.079 4.693
C: 2.471 1.512 -5.133
C: 2.722 1.700 -3.677
N: 2.205 1.006 -2.694
C: 2.736 1.519 -1.534
C: 3.588 2.539 -1.823
N: 3.570 2.650 -3.196
H: 1.487 1.077 -5.289
H: 3.214 0.839 -5.566
H: 2.525 2.466 -5.660
H: 2.458 1.121 -0.575
H: 4.190 3.179 -1.203
H: 4.120 3.281 -3.749
C: 3.921 -3.764 -3.041
As: 3.089 -2.047 -2.531
C: 1.917 -2.018 -4.104
C: 4.628 -1.011 -3.193
H: 4.430 -3.648 -3.999
H: 3.164 -4.540 -3.137
H: 4.654 -4.084 -2.299
H: 2.465 -2.256 -5.017
H: 1.441 -1.045 -4.200
H: 1.140 -2.773 -3.959
H: 4.706 -1.104 -4.278
H: 5.530 -1.423 -2.741
H: 4.573 0.038 -2.915
F: 3.966 -0.783 0.329
C: 3.563 -1.464 1.444
C: 2.253 -1.886 1.546
C: 1.986 -2.569 2.714
F: 0.725 -3.052 2.916
C: 2.907 -2.816 3.716
F: 2.577 -3.479 4.837
C: 4.202 -2.354 3.558
F: 5.118 -2.564 4.510
C: 4.539 -1.670 2.404
F: 5.795 -1.221 2.238

Atomic forces in eV per Å
Sr 1.0825 1.4258 1.1337
C 0.0025 -0.0213 -0.0010
C -0.1534 -0.0795 -0.0875
N -0.3837 -0.2578 0.3266
N -0.5082 -0.2076 0.0051
C 0.0306 0.0576 0.1305
B 0.0254 0.1136 0.2765
N -0.3191 -0.1246 -0.4516
C 0.1079 0.1657 -0.0584
C 0.0038 0.0445 0.0105
C -0.2360 -0.1383 -0.2289
N -0.8190 0.4548 -1.2156
N -0.1250 -0.3423 -0.3723
C 0.1859 -0.0006 0.0429
C -0.0192 -0.0027 0.0223
C -0.1196 -0.1630 -0.0739
N 0.2177 -0.8240 -0.2176
H 0.0031 0.0293 0.0111
H 0.0277 -0.0175 -0.0152
H 0.0364 0.0062 -0.0453
H -0.0332 -0.0547 -0.0566
H -0.0108 -0.0578 0.0842
H 0.0241 -0.0262 -0.0276
H 0.0794 0.0913 -0.0186
H -0.0660 0.0561 0.0223
H 0.0107 0.0095 -0.0135
H -0.0109 0.0335 0.0040
C 0.0064 -0.0165 -0.0001
N -0.0694 0.0368 -0.0342
C -0.0107 -0.1246 0.0099
C 0.0710 0.1681 0.1453
N -0.0316 0.0084 -0.4377
C -0.2252 -0.2372 0.3861
C 0.0553 0.0565 -0.2002
C 0.1263 0.0523 0.0951
C -0.0320 -0.0512 0.0854
C -0.1407 -0.0265 -0.1215
C 0.0725 0.0759 0.0073
C 0.0241 -0.0635 0.1349
C -0.1275 -0.2635 -0.1705
C 0.3918 0.2181 0.0382
N -0.0863 0.0619 -0.4526
C -0.1322 0.0163 0.4345
N 0.0032 0.0523 -0.0063
C 0.0591 -0.0573 0.0116
C -0.0091 -0.0197 -0.0770
N 0.1672 -0.0368 0.0082
C -0.0242 0.0028 0.0070
C -0.0922 0.0659 0.0675
C 0.1141 0.0881 0.0031
N 0.1878 -0.0899 0.1803
C -0.0180 -0.0169 -0.0525
C -0.0255 -0.0082 -0.0644
H 0.0151 -0.0036 0.0000
H -0.0075 0.0070 -0.0046
H -0.0129 0.0161 -0.0081
H 0.0199 -0.0008 -0.0278
H -0.0273 -0.0704 -0.0506
H 0.0097 0.0527 0.0294
H -0.0002 0.0039 -0.0059
H 0.0083 0.0071 0.0062
H -0.0196 -0.0383 0.0103
H 0.0340 -0.0064 -0.0384
H -0.0051 0.0139 0.0281
H -0.0222 -0.0259 -0.0458
H -0.0175 0.0230 -0.0321
H -0.0023 0.0492 -0.0104
H -0.0200 0.0089 0.0190
H 0.1220 -0.1953 0.0132
H -0.0485 -0.0176 -0.0167
H 0.0132 -0.0772 0.0266
H -0.0307 0.0292 0.0198
H -0.0100 -0.0099 0.0029
H 0.0273 0.0202 -0.0223
H 0.0288 0.0461 0.0447
H -0.0254 -0.0098 -0.0001
H -0.0277 0.0201 -0.0156
H -0.0370 0.0286 -0.0020
H -0.0135 -0.0225 0.0035
H 0.0179 0.0273 -0.0202
H -0.0076 0.0222 0.0038
H -0.0436 -0.0663 -0.0083
H 0.0137 -0.0102 -0.0183
C 0.0873 -0.0323 0.0410
C -0.0265 0.1950 -0.0137
N -0.3525 -0.0059 -0.0343
C -0.0704 0.0490 -0.0904
C 0.0835 0.0334 0.1169
N -0.0630 -0.1526 0.0010
H -0.0030 0.0100 0.0159
H -0.0279 -0.0049 -0.0322
H -0.0225 -0.0199 -0.0333
H 0.1175 0.0506 0.1250
H -0.0103 -0.0267 0.0057
H 0.0065 0.0485 -0.0132
C -0.0081 -0.0819 0.1174
As 0.2824 -0.2543 -0.5385
C -0.0353 0.0454 -0.1077
C 0.0034 0.1179 0.1330
H -0.0282 0.0573 -0.0062
H -0.0126 0.0258 0.0137
H -0.0276 0.0380 0.0385
H 0.0551 0.0076 0.0320
H -0.0241 -0.0135 0.0534
H -0.0024 0.0079 0.0205
H -0.0325 -0.0364 0.0034
H -0.0349 -0.0697 0.0013
H -0.0579 -0.0096 0.0161
F 0.0748 0.1114 0.0155
C -0.2857 -0.1356 0.2035
C 1.1829 -0.0204 1.0560
C 0.1478 0.1880 -0.2794
F -0.0578 -0.0579 0.0746
C -0.1320 -0.0329 0.0528
F 0.0065 -0.0095 0.0451
C -0.0568 0.0572 -0.0868
F 0.0526 -0.0285 0.0729
C 0.0142 0.0787 -0.1478
F 0.0380 -0.0123 0.0640

As for the relative energy (zero: lowest compared OMol25 entry of this formula, charge and spin): 1.873 eV. As for the multiplicity: 1.

These are the Mulliken partial charges, in e, on atoms 1 to 4: Sr 2.03; C -1.50; C -0.81; N 0.85

***

Result set for DFT total energy: -62671.4072, -141248.4218 eV, one per record in the order listed.
Result set for frontier orbital gap: 4.65, 7.12 eV, one per record in the order listed.
Result set for HOMO energy: -6.026, -6.739 eV, one per record in the order listed.